No. 1
ORCA calculation (wB97M-V/def2-TZVPD) on a 4-piece molecular cluster, C43H28BN4O9 overall at a distorted geometry.

Positions of all 85 atoms, in Å:
O  -7.0247  1.5745  9.0974
B  -7.0155  0.1597  8.6620
O  -8.2526  -0.6708  8.4523
O  -5.7327  -0.5589  8.3367
C  -5.7102  -0.5372  6.8544
N  -5.2870  0.7474  6.1722
N  -5.4196  0.4452  4.8260
N  -5.8524  -0.8786  4.6537
N  -6.0903  -1.5799  5.8264
H  -7.4794  2.1283  8.3693
H  -8.9438  -0.3561  9.1209
H  -6.0417  -1.3143  3.7159
H  -6.4303  -2.5479  6.0163
C  -1.1525  -0.1336  9.1232
C  -2.2698  0.1662  8.3442
C  -2.1102  0.7859  7.1037
C  -0.8295  1.1183  6.6457
C  0.2856  0.8408  7.4356
C  0.1247  0.2027  8.6724
C  1.6369  1.2316  6.9847
O  2.6172  0.9850  7.6763
C  1.7886  1.9312  5.6933
C  3.0572  2.3589  5.2806
C  3.2115  3.0095  4.0545
C  2.1040  3.2258  3.2350
C  0.8382  2.8058  3.6462
C  0.6791  2.1658  4.8825
C  -0.6689  1.7574  5.3245
O  -1.6435  1.9513  4.6070
H  -1.2761  -0.6249  10.0859
H  -3.2662  -0.0845  8.7013
H  -2.9866  1.0122  6.4987
H  0.9917  -0.0294  9.2884
H  3.9276  2.1910  5.9130
H  4.1967  3.3454  3.7383
H  2.2249  3.7261  2.2766
H  -0.0226  2.9825  3.0033
C  6.7754  3.7754  -4.2533
C  6.7339  4.2211  -2.9324
C  5.6174  3.9516  -2.1393
C  4.5330  3.2442  -2.6724
C  4.5643  2.8201  -4.0003
C  5.6931  3.0762  -4.7894
C  3.4058  2.1166  -4.5877
O  3.4339  1.7405  -5.7531
C  2.2105  1.8808  -3.7536
C  1.0830  1.2666  -4.3144
C  -0.0468  1.0278  -3.5290
C  -0.0507  1.3920  -2.1828
C  1.0690  2.0091  -1.6230
C  2.1982  2.2627  -2.4130
C  3.3638  2.9481  -1.8207
O  3.3595  3.2727  -0.6389
H  7.6493  3.9775  -4.8687
H  7.5721  4.7771  -2.5184
H  5.5942  4.2981  -1.1074
H  5.7303  2.7362  -5.8229
H  1.0791  0.9762  -5.3638
H  -0.9230  0.5555  -3.9678
H  -0.9279  1.1996  -1.5690
H  1.0569  2.2951  -0.5726
C  2.2437  -1.2264  -7.1362
C  2.3536  -1.4727  -5.7679
C  1.5845  -2.4753  -5.1749
C  0.6931  -3.2263  -5.9506
C  0.5653  -2.9634  -7.3140
C  1.3510  -1.9687  -7.9106
C  -0.4076  -3.7156  -8.1323
O  -0.5179  -3.4877  -9.3307
C  -1.2511  -4.7396  -7.4842
C  -2.2180  -5.4197  -8.2362
C  -3.0109  -6.3991  -7.6342
C  -2.8347  -6.7080  -6.2857
C  -1.8761  -6.0282  -5.5328
C  -1.0896  -5.0350  -6.1314
C  -0.1032  -4.2967  -5.3182
O  0.0490  -4.5644  -4.1318
H  2.8498  -0.4513  -7.6001
H  3.0401  -0.8856  -5.1620
H  1.6794  -2.6655  -4.1071
H  1.2665  -1.7671  -8.9770
H  -2.3597  -5.1868  -9.2904
H  -3.7646  -6.9223  -8.2186
H  -3.4472  -7.4759  -5.8182
H  -1.7476  -6.2713  -4.4794

**Electronic energy**: -70102.0149 eV
**Net charge**: +1
**Orbital gap**: 0.1778 hartree

No. 2
ORCA calculation (wB97M-V/def2-TZVPD) on C47H45BrNOP2PbSiTe4 as an isolated structure at a distorted geometry.

Positions of all 103 atoms, in Å:
Pb  -4.0594  3.2784  0.7456
C  4.6130  -1.1179  -3.5784
C  4.6360  -2.3269  -2.6641
C  5.7896  -3.2365  -3.0498
C  3.2639  -3.0065  -2.7876
C  2.9126  -3.9198  -3.7541
C  1.5960  -4.3155  -3.9534
C  0.5574  -3.7125  -3.2486
C  0.8552  -2.8395  -2.1768
P  -0.2724  -2.0216  -1.0086
C  -1.6429  -3.2087  -1.1519
C  -2.9467  -2.8167  -1.4412
C  -4.0048  -3.7352  -1.3353
C  -3.7900  -5.0216  -0.8356
C  -2.4909  -5.3965  -0.5753
C  -1.4274  -4.5306  -0.7361
C  -0.8108  -0.5456  -1.9404
C  -1.1681  -0.5813  -3.3055
C  -1.6225  0.6106  -3.9042
C  -1.8924  1.7291  -3.1424
C  -1.6720  1.6940  -1.7622
C  -1.1278  0.5509  -1.1981
C  2.2170  -2.5495  -1.9587
O  2.4455  -1.6745  -0.9154
C  3.7179  -1.4471  -0.4791
C  3.7759  -0.7085  0.6889
C  5.0136  -0.4998  1.2720
C  6.1265  -0.8932  0.5970
C  6.0523  -1.5524  -0.6393
C  4.8230  -1.8566  -1.2173
P  2.2292  0.1161  1.2896
C  1.6222  -1.3366  2.3092
C  2.5161  -2.2152  2.8901
C  1.9659  -3.2930  3.5661
C  0.6190  -3.4663  3.7203
C  -0.2632  -2.5192  3.2200
C  0.2553  -1.4046  2.5393
C  2.7709  1.1881  2.6646
C  2.2540  0.9667  3.9207
C  2.5503  1.8275  4.9445
C  3.3921  2.9245  4.7843
C  3.9291  3.1467  3.4982
C  3.6283  2.2669  2.4481
H  4.5835  -1.4272  -4.6590
H  5.5232  -0.5820  -3.4731
H  3.8400  -0.4472  -3.1633
H  5.6749  -3.5831  -4.0744
H  5.9281  -4.0449  -2.3524
H  6.6813  -2.5972  -3.0493
H  3.6661  -4.2609  -4.3857
H  1.3342  -4.9317  -4.7943
H  -0.4625  -4.0635  -3.5147
H  -3.0897  -1.7785  -1.7118
H  -5.0263  -3.3769  -1.5504
H  -4.6359  -5.7068  -0.6428
H  -2.2398  -6.4315  -0.3594
H  -0.4583  -4.9944  -0.5516
H  -0.8221  -1.4742  -3.9079
H  -1.8149  0.5728  -4.9584
H  -2.3638  2.6220  -3.5559
H  -1.8917  2.5609  -1.1145
H  -0.8583  0.6367  -0.1391
H  5.0204  0.0325  2.2287
H  7.0679  -0.6903  1.0668
H  6.9523  -1.7734  -1.1516
H  3.5849  -2.2062  2.7590
H  2.6059  -4.0339  3.9115
H  0.2094  -4.3535  4.1538
H  -1.3203  -2.7803  3.2084
H  -0.4342  -0.6705  2.0796
H  1.6396  0.1021  4.1226
H  2.0758  1.6832  5.9201
H  3.5550  3.6858  5.5052
H  4.6557  3.9433  3.3051
H  4.0464  2.3733  1.4323
Te  -3.7826  0.5751  1.6367
Te  -6.2685  -0.0951  2.6215
Te  -6.3032  2.1475  4.2834
Te  -5.9408  4.3951  2.8106
C  -6.0162  0.6803  -1.3449
Si  -6.1155  2.5133  -0.9342
C  -5.7923  3.4195  -2.5936
C  -7.8360  2.9258  -0.4308
H  -6.7939  0.3290  -2.0284
H  -6.0166  0.0429  -0.4877
H  -5.0878  0.4381  -1.8979
H  -6.6083  3.1312  -3.2329
H  -4.8333  3.0989  -3.1118
H  -5.7064  4.4596  -2.4369
H  -8.4732  2.3640  -1.1446
H  -8.0643  3.9592  -0.6211
H  -8.1701  2.7540  0.5895
Br  -2.0067  8.5344  2.8917
C  -0.8794  7.0625  2.7208
C  0.4437  7.1984  3.0983
C  1.2360  6.0836  3.0451
N  0.8285  4.8959  2.5318
C  -0.4432  4.8309  2.1333
C  -1.3618  5.8530  2.2050
H  0.7522  8.1234  3.5991
H  2.2705  6.1428  3.4239
H  -0.7817  3.8370  1.7728
H  -2.4120  5.7442  1.9792

**Electronic energy**: -183928.5489 eV
**Net charge**: -1
**Orbital gap**: 0.2162 hartree

No. 3
ORCA calculation (wB97M-V/def2-TZVPD) on C38H26Cl2N4O5V as an isolated structure.

Positions of all 76 atoms, in Å:
V  -1.0744  0.6067  -0.7623
Cl  -7.0907  -0.9786  -3.3314
C  -5.8501  -0.0951  -2.4979
C  -4.5231  -0.3222  -2.8541
C  -3.5169  0.3593  -2.2009
N  -2.1407  0.2669  -2.4621
C  -1.6771  0.4499  -3.7076
O  -2.2695  0.3270  -4.7732
C  -0.2453  0.9454  -3.6976
C  0.5140  0.9207  -4.8572
C  1.8085  1.4046  -4.8128
C  2.2926  1.9081  -3.6143
C  1.4595  1.9005  -2.5094
N  0.2151  1.4355  -2.5453
C  -3.8387  1.2798  -1.1788
C  -5.1616  1.5188  -0.8451
C  -6.1643  0.8194  -1.5087
Cl  -7.8149  1.1244  -1.0644
N  -2.7259  1.8418  -0.5682
C  -2.6954  2.9321  0.1853
O  -3.5835  3.7302  0.4891
C  -1.2831  3.1688  0.6945
C  -0.9586  4.3502  1.3424
C  0.3408  4.5305  1.7841
C  1.2779  3.5281  1.5672
C  0.8785  2.3824  0.9027
N  -0.3711  2.2116  0.4718
H  -4.2890  -1.0153  -3.6475
H  0.0636  0.5201  -5.7539
H  2.4344  1.3877  -5.6957
H  3.3001  2.2890  -3.5245
H  1.8075  2.2787  -1.5555
H  -5.4084  2.2393  -0.0806
H  -1.7409  5.0824  1.4803
H  0.6233  5.4433  2.2935
H  2.3026  3.6183  1.9014
H  1.5610  1.5660  0.7211
O  1.0672  -0.4359  1.6933
C  2.0802  -1.1179  0.9637
C  1.6602  -1.0930  -0.5570
O  2.4229  -1.5793  -1.3796
O  0.5212  -0.5953  -0.7605
C  3.4199  -0.4010  1.1740
C  3.6082  0.3566  2.3291
C  4.7976  1.0323  2.5589
C  5.8263  0.9682  1.6314
C  5.6502  0.2167  0.4795
C  4.4626  -0.4639  0.2511
C  2.1000  -2.5813  1.3751
C  0.8707  -3.2135  1.5674
C  0.8218  -4.5509  1.9251
C  1.9944  -5.2744  2.0885
C  3.2170  -4.6524  1.8865
C  3.2710  -3.3128  1.5287
H  0.9412  -0.8777  2.5404
H  2.8064  0.4408  3.0499
H  4.9158  1.6139  3.4652
H  6.7536  1.4996  1.8039
H  6.4436  0.1585  -0.2553
H  4.3239  -1.0406  -0.6522
H  -0.0482  -2.6587  1.4098
H  -0.1391  -5.0293  2.0659
H  1.9548  -6.3201  2.3667
H  4.1369  -5.2114  2.0057
H  4.2294  -2.8376  1.3704
C  -3.2891  -2.4811  2.4027
C  -2.9953  -1.1862  2.8085
C  -2.3929  -0.2995  1.9237
C  -2.0506  -0.6628  0.6188
C  -2.3582  -1.9737  0.2415
C  -2.9717  -2.8717  1.1093
H  -3.7682  -3.1743  3.0840
H  -3.2441  -0.8640  3.8140
H  -2.1853  0.7094  2.2742
H  -2.1077  -2.3153  -0.7606
H  -3.2030  -3.8768  0.7735

**Spin multiplicity**: 3
**Electronic energy**: -106765.0519 eV
**Net charge**: -1
**Orbital gap (spin up / spin down)**: 0.2628 / 0.2697 hartree

No. 4
ORCA calculation (wB97M-V/def2-TZVPD) on a 13-piece molecular cluster, C39H91N13O13 overall at a distorted geometry.

Positions of all 156 atoms, in Å:
C  3.7271  3.1105  0.3145
O  4.3119  4.1771  0.3754
N  4.3273  1.8982  0.3939
C  5.7396  1.7641  0.7202
C  3.5847  0.6897  0.1300
H  2.6515  3.0310  0.0840
H  5.8955  0.8415  1.2821
H  5.9828  2.6008  1.3714
H  6.3770  1.7261  -0.1640
H  2.6920  0.8957  -0.4618
H  4.1965  0.0303  -0.4907
H  3.2930  0.1580  1.0357
C  -5.8832  -0.6172  0.0072
O  -6.9785  -0.8217  0.4679
N  -5.6015  -0.3416  -1.2963
C  -6.6367  -0.0024  -2.2362
C  -4.2489  -0.4210  -1.8060
H  -4.9346  -0.6923  0.5676
H  -6.6222  1.0532  -2.5293
H  -7.6224  -0.2415  -1.8494
H  -6.4749  -0.5746  -3.1583
H  -4.2630  -1.1078  -2.6552
H  -3.8767  0.5751  -2.0629
H  -3.6021  -0.8097  -1.0180
C  -2.9997  -2.7519  2.4249
O  -3.7027  -2.5919  1.4381
N  -2.8034  -3.8474  3.1430
C  -1.8242  -3.8871  4.2200
C  -3.5085  -5.0611  2.8760
H  -2.5231  -1.8269  2.8040
H  -1.4947  -2.8815  4.4628
H  -1.0395  -4.6068  3.9865
H  -2.3200  -4.2787  5.1165
H  -4.3977  -4.9166  2.2594
H  -2.8595  -5.8068  2.4157
H  -3.9821  -5.4558  3.7820
C  -0.1957  6.3222  1.2011
O  -1.1749  7.0187  1.0511
N  -0.0606  5.3022  2.0756
C  1.2515  4.7000  2.2625
C  -1.1543  4.7883  2.8588
H  0.7113  6.4503  0.5821
H  1.5791  4.8228  3.2974
H  1.9923  5.2042  1.6423
H  1.2104  3.6500  1.9710
H  -1.8804  4.2187  2.2848
H  -0.7503  4.2714  3.7248
H  -1.7432  5.6203  3.2652
C  2.5195  -0.4083  5.4157
O  3.2524  -1.2852  5.8261
N  2.8634  0.5716  4.5518
C  1.8911  1.4875  3.9922
C  4.1254  0.5358  3.8390
H  1.4493  -0.3861  5.6918
H  2.2813  1.8063  3.0250
H  1.6532  2.3707  4.5903
H  0.9128  1.0508  3.7689
H  4.9839  0.0362  4.2791
H  3.9304  0.1334  2.8438
H  4.4914  1.5659  3.7539
C  0.3126  -5.3779  -4.4321
O  0.3999  -6.3949  -3.7638
N  0.4373  -4.1364  -3.9361
C  0.4181  -2.9666  -4.7841
C  0.6991  -3.9075  -2.5313
H  0.1036  -5.4334  -5.5105
H  -0.5451  -2.8927  -5.3049
H  1.1450  -2.9813  -5.5995
H  0.6045  -2.0733  -4.2000
H  0.5566  -4.7992  -1.9306
H  1.6438  -3.4048  -2.3177
H  -0.0728  -3.1848  -2.2400
C  1.9324  -2.7386  2.7056
O  0.8762  -2.1614  2.5079
N  2.7674  -3.1191  1.7139
C  2.3535  -2.7882  0.3526
C  3.9656  -3.8881  1.9715
H  2.3511  -3.0008  3.6921
H  3.1949  -3.0513  -0.2895
H  2.1505  -1.7225  0.2624
H  1.4963  -3.3998  0.0770
H  3.8503  -4.5431  2.8319
H  4.1342  -4.5639  1.1291
H  4.8534  -3.2580  2.0552
C  4.3373  -1.5754  -3.5651
O  3.3951  -2.1360  -4.0755
N  4.4683  -0.2348  -3.3672
C  5.6603  0.3363  -2.7790
C  3.4107  0.6803  -3.6871
H  5.2299  -2.0895  -3.1641
H  6.2440  -0.3151  -2.1207
H  5.3626  1.1348  -2.0989
H  6.3580  0.6673  -3.5506
H  3.0157  1.2274  -2.8230
H  3.6658  1.4234  -4.4482
H  2.5400  0.1583  -4.0857
C  -1.9254  0.4248  6.3115
O  -0.7772  0.8150  6.2993
N  -2.8025  0.6058  5.2981
C  -3.9535  -0.2448  5.1317
C  -2.3930  1.2790  4.0851
H  -2.4012  -0.1190  7.1463
H  -3.6969  -1.1103  4.4980
H  -4.7187  0.2558  4.5411
H  -4.3076  -0.6780  6.0644
H  -1.8389  2.1818  4.3427
H  -1.7753  0.6394  3.4515
H  -3.2666  1.6337  3.5393
C  -0.3639  0.7747  0.9800
O  -0.1144  1.9492  1.1924
N  -0.4140  0.1556  -0.2229
C  -0.7742  -1.2319  -0.2790
C  -0.0227  0.7785  -1.4777
H  -0.6007  0.0505  1.7755
H  -1.3398  -1.6491  0.5500
H  0.0954  -1.8850  -0.4275
H  -1.3629  -1.5267  -1.1589
H  0.1209  1.8424  -1.2844
H  0.9328  0.3511  -1.7906
H  -0.8250  0.6578  -2.2023
C  -2.8236  3.2055  -0.3132
O  -3.8817  2.6071  -0.2264
N  -2.3279  3.7283  -1.4550
C  -3.0742  3.7637  -2.6822
C  -1.0074  4.2561  -1.5295
H  -2.2020  3.4207  0.5617
H  -3.3737  4.7528  -3.0205
H  -3.9705  3.1525  -2.5657
H  -2.5000  3.2382  -3.4544
H  -0.3349  4.3088  -0.6755
H  -0.4593  3.6822  -2.2932
H  -0.9606  5.2614  -1.9643
C  -4.6473  -5.1149  -0.3796
O  -5.4548  -5.9531  -0.0361
N  -3.6928  -5.2852  -1.3276
C  -2.8679  -4.1984  -1.8532
C  -3.4771  -6.5979  -1.9266
H  -4.6682  -4.0583  -0.0699
H  -2.7438  -4.3214  -2.9240
H  -1.9454  -4.2342  -1.2688
H  -3.3596  -3.2416  -1.6713
H  -2.7267  -7.1299  -1.3358
H  -4.3807  -7.2045  -1.8421
H  -3.2565  -6.5454  -2.9882
C  0.9765  5.2760  -5.2260
O  -0.0710  5.0420  -4.6690
N  2.2110  4.9291  -4.7767
C  3.3754  5.5808  -5.2996
C  2.3821  4.2404  -3.5184
H  1.0547  5.8760  -6.1502
H  3.7005  6.4336  -4.6890
H  3.3418  5.8088  -6.3613
H  4.2583  4.9266  -5.2175
H  2.7414  4.9370  -2.7572
H  1.4997  3.6785  -3.2310
H  3.1573  3.4824  -3.6653

**Electronic energy**: -87907.2392 eV
**Orbital gap**: 0.3143 hartree

No. 5
ORCA calculation (wB97M-V/def2-TZVPD) on a 2-piece molecular cluster, CHClFN overall at a distorted geometry.

Positions of all 5 atoms, in Å:
C  -1.8847  0.1890  -0.0947
N  -1.6489  1.3041  -0.1186
F  -1.9074  -1.0813  -0.0459
Cl  2.5301  -0.7254  -0.2080
H  2.9109  0.3136  0.4672

**Electronic energy**: -17781.6550 eV
**Orbital gap**: 0.4506 hartree
**SMILES**: N#CF.Cl

electronic energy of number 3 (C38H26Cl2N4O5V)?
-106765.0519 eV

Which value of electronic energy does entry 3 give?
-106765.0519 eV

Which formula does entry 1 have?
C43H28BN4O9

Among the records above, which one has the highest electronic energy?
CHClFN